ORCA calculation (ωB97M-V with the def2-TZVPD basis set) on a single CHF3 molecule in a non-equilibrium geometry.

## Properties
DFT total energy = -9205.583 eV
Net charge = 0
Multiplicity = 1
SMILES = FC(F)F
ΔE to the lowest compared entry with this formula, charge and spin = 0.347 eV
HOMO energy = -13.63 eV
Kohn-Sham gap = 14.742 eV

Cartesian coordinates (Å):
F 1.14 -0.45 0.19
C -0.06 0.02 0.04
F 0.06 0.73 -1.02
F -0.90 -1.01 -0.14
H -0.24 0.71 0.92